Entry from OMol25: a cluster of 5 separate species, C45H65Br2F7O17S2 in total (the ωB97M-V functional and the def2-TZVPD basis).

```
138
C45H65Br2F7O17S2 (the ωB97M-V functional and the def2-TZVPD basis)
C -1.709 -1.408 5.319
C -2.200 -0.149 4.483
C -3.427 -0.477 3.556
C -3.818 0.724 2.569
C -3.406 0.301 1.104
C -3.066 1.497 0.134
C -2.037 2.552 0.685
C -0.732 1.941 1.340
C 0.451 1.636 0.271
C 0.690 0.034 0.279
C 2.101 -0.337 -0.400
C 2.076 -1.003 -1.855
C 1.415 0.025 -2.833
Br 2.582 1.592 -3.303
C 0.596 -0.512 -4.098
C 0.928 0.303 -5.435
Br 0.725 -2.414 -4.556
C 3.468 -1.682 -2.297
C 3.617 -3.203 -1.872
C 2.752 -4.267 -2.618
C 4.004 -1.396 -3.741
C 4.726 -2.530 -4.525
C 6.042 -3.088 -4.250
C 6.669 -4.160 -5.043
C 5.971 -4.740 -6.197
C 4.671 -4.167 -6.525
C 4.059 -3.092 -5.725
S 4.745 -0.904 -1.153
O 6.068 -1.511 -1.366
O 4.927 0.530 -1.371
O 4.329 -1.353 0.369
C 2.964 -0.994 0.726
S 2.291 -2.348 1.764
O 1.816 -1.758 3.033
O 3.438 -3.180 2.164
C 0.992 -3.499 1.197
F 1.207 -4.174 0.011
F 1.006 -4.529 2.145
C -0.528 -3.049 1.144
F -0.795 -2.764 -0.197
F -0.894 -2.061 1.997
C -1.540 -4.260 1.452
F -1.729 -4.466 2.775
F -1.261 -5.379 0.740
F -2.763 -3.808 0.966
H -0.891 -1.058 6.014
H -1.196 -2.106 4.597
H -2.524 -1.901 5.905
H -1.292 0.204 3.913
H -2.477 0.678 5.185
H -3.241 -1.438 2.999
H -4.302 -0.685 4.239
H -3.346 1.674 2.929
H -4.946 0.763 2.591
H -2.481 -0.332 1.191
H -4.215 -0.349 0.679
H -4.032 2.050 -0.072
H -2.750 1.069 -0.877
H -2.566 3.239 1.390
H -1.681 3.163 -0.197
H -0.324 2.751 2.015
H -0.970 1.060 1.984
H 0.057 2.003 -0.709
H 1.382 2.144 0.625
H 0.678 -0.167 1.389
H -0.201 -0.372 -0.261
H 2.543 0.693 -0.571
H 1.352 -1.875 -1.782
H 0.608 0.596 -2.287
H -0.517 -0.310 -3.971
H 1.978 0.166 -5.784
H 0.274 -0.181 -6.222
H 0.591 1.366 -5.380
H 3.454 -3.377 -0.767
H 4.696 -3.501 -2.017
H 2.961 -4.413 -3.703
H 1.656 -4.085 -2.453
H 2.958 -5.264 -2.125
H 3.251 -0.987 -4.471
H 4.764 -0.559 -3.666
H 6.645 -2.701 -3.400
H 7.676 -4.549 -4.745
H 6.445 -5.576 -6.770
H 4.100 -4.571 -7.401
H 3.070 -2.741 -6.091
H 3.152 -0.145 1.456
C 4.923 1.565 5.099
C 3.710 1.561 6.001
C 3.022 0.226 6.082
O 1.680 0.600 6.389
C 1.489 1.838 5.853
O 0.427 2.359 5.729
O 2.674 2.394 5.474
H 5.324 2.576 5.004
H 5.705 0.913 5.489
H 4.661 1.236 4.090
H 3.976 1.939 6.993
H 3.437 -0.415 6.860
H 3.019 -0.319 5.133
C -5.864 -0.884 -4.482
C -4.384 -0.944 -4.185
C -4.062 -1.517 -2.835
O -2.810 -0.896 -2.538
C -2.807 0.297 -3.188
O -2.012 1.177 -2.990
O -3.823 0.369 -4.084
H -6.042 -0.373 -5.431
H -6.294 -1.885 -4.536
H -6.394 -0.314 -3.716
H -3.859 -1.475 -4.986
H -3.966 -2.603 -2.850
H -4.779 -1.232 -2.060
C -8.039 2.809 4.212
C -8.697 3.109 2.886
C -9.928 2.287 2.627
O -9.965 2.243 1.203
C -8.675 2.348 0.778
O -8.313 2.131 -0.335
O -7.853 2.729 1.797
H -7.102 3.362 4.307
H -8.691 3.078 5.045
H -7.785 1.749 4.293
H -8.901 4.181 2.798
H -10.832 2.743 3.029
H -9.850 1.261 3.001
C 4.946 4.334 -0.117
C 3.586 4.677 -0.681
C 3.481 6.087 -1.187
O 2.087 6.356 -1.039
C 1.651 5.587 -0.001
O 0.598 5.714 0.537
O 2.585 4.655 0.341
H 4.936 3.333 0.319
H 5.713 4.371 -0.892
H 5.221 5.023 0.685
H 3.301 3.950 -1.448
H 3.790 6.186 -2.227
H 4.037 6.808 -0.580
```

HOMO-LUMO gap = 8.82 eV
spin multiplicity = 1
charge = 0
calculated total energy = -263299.960 eV
max |F| = 7.446 eV/Å